Here is a molecular structure, C39H112O23Pt in a non-equilibrium geometry from the Open Molecules 2025 dataset. Energies are from ωB97M-V with the def2-TZVPD basis set.

```
175
Properties=species:S:1:pos:R:3:forces:R:3
Pt 2.123 1.845 0.086 0.080 -0.873 -0.724
O -1.444 0.246 -0.362 -2.021 -0.874 -0.456
C -0.250 0.612 -0.034 2.408 0.841 1.652
O -0.013 1.009 1.121 -1.197 -0.058 -0.083
O 0.720 0.612 -0.877 -0.873 -0.571 -1.324
H -1.534 -0.216 -1.213 0.296 0.256 -0.111
C 4.004 4.019 3.095 -1.167 -1.081 -0.160
C 3.086 3.238 2.102 -1.083 0.352 1.789
O 1.895 2.892 2.388 1.743 0.820 0.461
O 3.590 2.945 0.977 0.853 0.886 0.423
H 3.872 5.092 2.995 0.216 0.045 -0.343
H 4.995 3.660 2.908 0.764 0.367 -0.306
H 3.812 3.781 4.145 -0.439 -0.143 -0.186
C -1.963 -3.811 1.227 -0.700 1.860 0.029
C -0.663 -2.996 1.283 0.075 -0.106 0.084
O 0.533 -3.743 1.368 0.415 -0.669 -0.025
H -2.127 -4.347 0.293 0.409 -0.537 0.222
H -2.813 -3.077 1.219 0.619 -0.350 0.101
H -2.107 -4.370 2.153 0.188 -0.446 -0.394
H -0.614 -2.433 2.205 -0.435 0.295 0.340
H -0.569 -2.233 0.499 -0.295 -0.264 -0.293
H 0.611 -4.411 0.674 -0.290 0.205 -0.180
C -5.583 3.754 -0.037 -0.388 0.565 -0.989
C -4.105 3.511 -0.136 0.445 0.218 -0.436
O -3.456 4.248 0.891 -0.282 0.218 -0.053
H -6.141 3.273 -0.844 0.248 -0.094 -0.119
H -5.763 4.822 -0.146 -0.099 0.151 0.110
H -6.060 3.431 0.866 0.120 -0.221 0.781
H -3.730 3.859 -1.144 -0.347 -0.452 0.785
H -3.896 2.451 -0.010 0.168 -0.279 -0.178
H -2.541 3.962 0.976 0.162 -0.240 0.202
C 0.935 2.744 7.624 0.466 -0.656 -0.370
C 1.572 3.284 6.367 -0.258 0.660 -1.057
O 1.678 2.186 5.456 0.543 -0.591 -0.352
H 0.073 2.160 7.311 -0.460 0.253 0.325
H 0.719 3.526 8.357 -0.073 -0.258 -0.103
H 1.634 1.987 8.028 -0.241 0.490 0.158
H 2.504 3.803 6.634 0.349 -0.568 -0.345
H 1.003 4.054 5.829 -0.331 0.050 0.587
H 1.724 2.389 4.489 0.025 0.480 0.956
C 0.142 -0.952 -5.526 -0.685 1.225 1.119
C 0.843 -0.397 -4.277 -0.624 -0.045 -0.945
O -0.174 -0.018 -3.343 1.110 -0.176 0.017
H 0.806 -1.080 -6.341 0.745 -0.080 -0.823
H -0.607 -0.199 -5.768 -0.045 0.018 -0.427
H -0.410 -1.867 -5.373 0.048 -0.362 0.391
H 1.452 0.489 -4.537 -0.254 -0.282 -0.062
H 1.516 -1.149 -3.891 0.194 -0.280 0.578
H 0.290 0.283 -2.529 -0.317 -0.036 0.156
C -4.795 1.369 -4.059 0.169 -0.345 1.437
C -3.347 1.520 -3.575 -0.505 -0.879 0.355
O -2.823 0.189 -3.622 0.520 0.395 0.122
H -5.294 0.528 -3.536 0.365 0.601 0.301
H -4.872 1.027 -5.072 0.241 0.481 -0.834
H -5.325 2.288 -3.835 -0.396 0.109 -0.390
H -3.268 1.939 -2.540 -0.355 -0.390 -0.575
H -2.779 2.213 -4.196 0.082 -0.053 -0.341
H -1.842 0.206 -3.610 -0.393 0.023 0.001
C 4.800 0.337 -3.213 -0.143 0.553 -1.511
C 3.653 1.183 -2.679 0.817 -1.084 -1.086
O 3.863 1.457 -1.330 0.499 0.376 0.808
H 4.737 -0.628 -2.765 0.293 -0.758 0.513
H 5.755 0.813 -3.020 0.255 -0.043 0.105
H 4.737 0.176 -4.322 -0.110 0.276 0.866
H 2.808 0.522 -2.701 -0.876 0.206 -0.133
H 3.525 2.084 -3.266 -0.340 0.257 -0.087
H 4.469 2.200 -1.230 0.037 0.099 0.194
C 1.206 -4.348 -4.959 0.397 1.263 -0.911
C 2.154 -5.413 -5.520 -0.812 -0.556 0.266
O 2.683 -5.204 -6.826 -0.279 0.473 0.115
H 1.189 -4.279 -3.867 -0.120 -0.540 -0.164
H 0.188 -4.430 -5.359 0.141 -0.194 0.238
H 1.561 -3.349 -5.286 -0.027 -0.413 0.070
H 1.612 -6.372 -5.510 0.246 0.039 0.125
H 3.011 -5.508 -4.871 0.341 -0.058 0.149
H 1.957 -5.044 -7.441 0.069 -0.055 0.130
C -0.644 3.512 -2.106 -0.657 -0.977 0.663
C 0.830 3.685 -2.402 -0.174 0.254 0.029
O 1.653 3.709 -1.248 -0.001 0.266 0.500
H -0.863 2.471 -1.808 0.034 0.141 -0.722
H -1.255 3.822 -2.972 0.165 -0.275 0.405
H -0.996 4.018 -1.195 0.446 0.548 -0.497
H 0.954 4.641 -2.923 0.262 -0.216 -0.233
H 1.246 2.845 -2.963 -0.331 0.217 -0.477
H 1.218 4.282 -0.596 -0.073 0.431 0.295
C -2.116 4.470 4.162 -0.957 -0.215 0.921
C -1.120 3.406 3.819 0.149 -0.100 -0.607
O -1.026 3.322 2.375 -0.283 0.413 0.834
H -2.414 4.334 5.228 0.196 0.263 -0.607
H -3.032 4.371 3.557 0.374 0.104 0.124
H -1.695 5.466 4.051 -0.054 0.106 -0.130
H -1.411 2.422 4.224 0.071 0.313 -0.161
H -0.148 3.684 4.240 -0.033 -0.258 -0.194
H -0.573 2.500 2.182 0.409 -0.604 -0.543
C -5.609 -1.953 -1.769 0.172 -0.971 -0.288
C -5.023 -1.052 -0.699 -0.114 -0.257 -0.426
O -5.659 -1.406 0.504 -0.079 -0.315 0.279
H -6.676 -1.737 -1.922 0.339 0.098 -0.138
H -5.567 -3.017 -1.452 0.061 0.566 0.076
H -5.038 -1.920 -2.714 -0.385 0.335 0.279
H -5.259 -0.018 -0.961 0.259 0.214 0.012
H -3.921 -1.178 -0.659 -0.371 0.110 0.125
H -5.604 -0.691 1.147 0.249 0.239 0.086
C 3.398 -0.692 3.533 -0.255 0.804 0.344
C 2.392 -0.496 2.429 -0.377 -0.951 0.532
O 2.974 0.112 1.310 0.800 -0.199 -0.795
H 3.935 0.265 3.665 -0.162 -0.342 0.219
H 4.122 -1.446 3.255 0.149 -0.333 0.168
H 2.843 -0.939 4.458 0.547 -0.076 -0.287
H 1.608 0.168 2.734 -0.473 0.355 0.238
H 1.925 -1.468 2.185 0.109 0.279 -0.199
H 3.765 -0.385 1.008 -0.224 0.054 -0.110
C 2.313 -2.661 -1.274 -1.418 0.820 0.016
C 3.204 -3.321 -2.264 0.736 0.102 0.466
O 4.551 -3.223 -1.753 0.185 -0.034 -0.499
H 2.534 -2.992 -0.272 -0.178 -0.525 0.326
H 1.246 -2.863 -1.536 0.686 -0.004 0.384
H 2.394 -1.564 -1.192 0.239 -0.233 -0.478
H 3.131 -2.883 -3.248 0.099 0.389 -0.455
H 2.986 -4.369 -2.374 -0.425 -0.520 0.098
H 5.086 -3.818 -2.291 0.171 0.160 0.189
C 1.594 -7.368 -0.216 -0.737 1.835 0.820
C 0.718 -7.133 -1.422 -0.990 1.319 -0.370
O 0.590 -5.698 -1.675 -0.111 -0.485 -0.097
H 1.165 -6.964 0.724 -0.288 -0.076 -0.568
H 2.547 -6.820 -0.260 -0.010 -0.666 -0.475
H 1.650 -8.407 -0.044 0.724 -1.284 0.077
H -0.323 -7.492 -1.329 0.497 -0.291 0.450
H 1.118 -7.620 -2.307 0.311 -0.056 -0.170
H -0.198 -5.562 -2.244 0.466 -0.159 0.342
C -1.011 6.889 -0.626 1.147 0.284 0.600
C -0.774 6.343 0.803 -0.225 -0.147 -0.562
O 0.122 5.223 0.695 -0.160 -0.187 0.057
H -0.050 7.158 -1.079 -0.114 0.094 0.064
H -1.657 7.756 -0.653 -0.109 0.325 0.256
H -1.459 6.161 -1.283 -0.217 -0.507 0.074
H -1.771 6.041 1.150 0.349 -0.149 0.338
H -0.327 7.051 1.537 -0.414 -0.044 -0.745
H -0.081 4.554 1.387 -0.065 0.285 -0.070
C -1.159 -2.167 5.892 -0.883 -0.009 0.219
C -0.370 -1.057 5.241 -0.862 -0.846 0.110
O 0.538 -0.698 6.230 1.485 1.900 -0.294
H -1.714 -1.832 6.785 0.102 0.162 -0.468
H -0.498 -2.946 6.271 0.148 -0.064 -0.358
H -1.860 -2.573 5.167 -0.180 -0.331 0.056
H -1.007 -0.211 4.942 0.103 -0.171 0.169
H 0.058 -1.479 4.315 0.418 0.327 0.174
H 0.912 0.184 5.981 -0.082 -0.790 0.388
C -2.130 -3.085 -2.906 -0.176 -0.350 -0.876
C -2.721 -4.240 -3.724 -0.698 0.362 0.986
O -1.992 -5.437 -3.457 -0.490 -0.982 -0.792
H -2.104 -3.244 -1.832 -0.327 -0.288 0.106
H -2.725 -2.204 -3.143 0.164 0.241 0.160
H -1.102 -2.913 -3.213 0.185 0.159 -0.162
H -2.770 -3.992 -4.802 0.328 -0.123 0.383
H -3.758 -4.444 -3.395 0.239 0.434 -0.171
H -2.569 -6.154 -3.813 0.985 0.568 0.517
C 6.592 0.404 1.270 -0.306 0.645 -0.041
C 6.399 -0.598 0.159 0.733 0.076 0.134
O 5.225 -1.379 0.355 0.241 0.005 0.109
H 7.469 1.013 1.107 0.803 -0.304 -0.174
H 6.671 -0.066 2.237 -0.119 -0.078 0.394
H 5.853 1.206 1.264 -0.706 -0.429 0.220
H 7.330 -1.223 0.118 -0.862 0.199 -0.209
H 6.293 -0.010 -0.746 0.156 -0.180 -0.519
H 5.145 -2.023 -0.374 -0.154 0.132 0.155
C -3.203 0.158 3.079 -0.301 0.477 -0.219
C -4.183 1.340 2.960 0.864 -0.626 1.141
O -5.320 0.866 2.261 0.110 -0.339 -0.355
H -3.598 -0.680 3.635 -0.696 -0.353 -0.200
H -2.356 0.403 3.682 0.702 0.737 0.188
H -2.812 -0.157 2.112 -0.179 -0.065 -0.091
H -3.691 2.194 2.463 -0.304 -0.254 0.032
H -4.481 1.646 3.993 0.176 -0.028 -0.662
H -6.006 1.521 2.288 -0.457 0.472 -0.016
```
Positions in Å, forces in eV/Å.

Properties
net charge = 0
lowest unoccupied orbital energy (spin up / spin down) = 0.007 / 0.006 Ha
expectation value of S² = 2.003
spin multiplicity = 3